1.
Below is a structure of composition C22H24ErN4OP2 in a non-equilibrium geometry, with properties calculated with ωB97M-V/def2-TZVPD.

Structure (XYZ):
```
54
C22H24ErN4OP2, DFT ωB97M-V/def2-TZVPD
C -2.043 2.636 -2.584
C -1.629 1.341 -2.308
C -0.301 0.986 -2.667
C 0.714 2.009 -2.768
C 0.253 3.322 -2.520
C -1.075 3.631 -2.718
C 2.060 1.613 -2.647
C 2.350 0.246 -2.467
C 1.234 -0.676 -2.401
C 1.395 -1.947 -1.798
C 2.684 -2.460 -1.730
C 3.776 -1.591 -1.806
C 3.560 -0.229 -1.891
H -3.090 2.920 -2.684
H 0.931 4.148 -2.292
H -1.399 4.644 -2.923
H 2.704 2.314 -2.091
H 2.902 -3.514 -1.593
H 4.780 -1.998 -1.742
H 4.392 0.427 -1.630
N 0.005 -0.312 -2.773
Er 0.027 0.863 2.090
C -2.527 0.396 -1.531
H -2.387 -0.661 -1.816
H -3.584 0.685 -1.659
C 0.250 -2.660 -1.140
H -0.703 -2.509 -1.674
H 0.475 -3.731 -1.012
P -2.177 0.507 0.307
P 0.008 -1.925 0.611
C 1.360 -2.801 1.498
H 1.408 -2.514 2.558
H 1.280 -3.900 1.416
H 2.327 -2.501 1.088
C -1.356 -3.081 1.135
H -0.969 -4.116 1.249
H -1.815 -2.729 2.076
H -2.150 -3.074 0.375
C -2.715 2.215 0.703
H -3.779 2.351 0.452
H -2.584 2.478 1.768
H -2.140 2.960 0.147
C -3.608 -0.392 0.986
H -3.459 -0.627 2.043
H -4.520 0.199 0.853
H -3.723 -1.344 0.469
C -1.179 -0.620 3.452
O -1.902 -1.135 4.214
H 1.353 1.516 1.136
N 1.915 1.284 3.298
C 2.656 1.619 4.150
N 3.501 2.050 5.007
C 3.344 1.920 6.314
N 3.169 1.764 7.471
```

Properties
Energy above the lowest of the compared OMol25 structures with the same formula, charge and spin, kJ/mol: 574.3
Calculated total energy, hartree: -2844.37312
⟨S²⟩: 3.753
Spin multiplicity: 4
Total charge: +1
E_LUMO (alpha / beta), eV: -5.361 / -5.323
Frontier orbital gap (alpha / beta), hartree: 0.1907 / 0.1921


2.
Below is a structure of composition C15H35ClN5O5Pt in a non-equilibrium geometry, with properties calculated with ωB97M-V/def2-TZVPD.

Structure (XYZ):
```
62
C15H35ClN5O5Pt, DFT ωB97M-V/def2-TZVPD
Pt -14.763 2.100 20.608
Cl -14.060 3.372 18.544
C -14.719 5.177 23.373
C -15.687 4.880 22.226
O -15.490 3.901 21.517
N -16.771 5.652 21.939
C -17.223 6.914 22.531
H -14.755 4.352 24.084
H -15.099 6.045 23.912
H -13.725 5.363 22.966
H -17.448 5.177 21.360
H -16.447 7.643 22.765
H -17.785 6.690 23.438
H -17.878 7.433 21.832
C -17.756 0.979 17.930
C -17.789 1.482 19.328
O -16.748 1.342 19.955
N -18.946 1.974 19.850
C -19.009 2.715 21.106
H -17.013 0.186 17.841
H -17.445 1.784 17.265
H -18.697 0.622 17.512
H -19.805 1.876 19.327
H -20.013 2.748 21.527
H -18.813 3.750 20.824
H -18.210 2.492 21.813
C -13.064 -1.882 20.990
C -13.498 -0.923 19.881
O -13.940 0.218 20.148
N -13.334 -1.363 18.609
C -13.729 -0.577 17.440
H -13.638 -1.673 21.893
H -11.992 -1.760 21.144
H -13.307 -2.857 20.566
H -13.020 -2.310 18.455
H -13.399 0.458 17.531
H -14.796 -0.651 17.233
H -13.213 -1.015 16.586
C -11.906 2.818 23.854
C -11.934 2.384 22.371
O -12.927 2.596 21.702
N -10.834 1.853 21.848
C -10.550 1.459 20.465
H -11.280 2.173 24.470
H -12.925 2.880 24.235
H -11.405 3.786 23.896
H -10.083 1.780 22.519
H -10.228 0.418 20.447
H -9.825 2.152 20.039
H -11.435 1.514 19.830
C -14.840 0.850 24.904
C -15.418 0.560 23.497
O -15.291 1.337 22.548
N -15.886 -0.689 23.392
C -16.429 -1.239 22.130
H -15.231 0.173 25.663
H -15.031 1.858 25.273
H -13.756 0.745 24.863
H -15.901 -1.281 24.210
H -17.491 -1.437 22.275
H -15.946 -2.208 22.001
H -16.229 -0.695 21.208
```

Properties
Calculated total energy, hartree: -1821.49178
⟨S²⟩: 3.757
Spin multiplicity: 4
Total charge: +2
E_LUMO (alpha / beta), eV: -4.327 / -8.892
Frontier orbital gap (alpha / beta), hartree: 0.3851 / 0.2233


3.
Below is a structure of composition C23H44ClCrGe2P2 in a non-equilibrium geometry, with properties calculated with ωB97M-V/def2-TZVPD.

Structure (XYZ):
```
73
C23H44ClCrGe2P2, DFT ωB97M-V/def2-TZVPD
Cr 0.369 0.821 1.208
C -1.486 3.676 2.944
P -1.027 1.965 3.458
C -2.104 1.904 4.994
C 0.586 2.338 4.325
C 1.315 1.025 4.576
P 1.811 0.295 2.934
C 3.529 0.963 2.770
C 2.229 -1.402 3.548
H -1.382 4.371 3.780
H -2.515 3.662 2.586
H -0.836 3.974 2.124
H -1.914 2.731 5.677
H -1.947 0.962 5.516
H -3.142 1.935 4.670
H 0.406 2.890 5.254
H 1.179 2.974 3.663
H 0.631 0.314 5.056
H 2.194 1.160 5.219
H 4.114 0.864 3.687
H 3.445 2.013 2.484
H 4.021 0.423 1.958
H 2.826 -1.353 4.457
H 2.787 -1.939 2.783
H 1.303 -1.936 3.745
C -3.916 2.132 -1.758
C -2.541 2.494 -1.227
Ge -1.501 0.982 -0.326
C -3.023 0.128 0.760
C -3.778 -0.996 0.076
C -1.415 -0.168 -1.959
C -0.452 -1.035 -2.309
Ge 1.033 -1.236 -0.981
C 2.142 0.425 -1.346
C 2.805 0.519 -2.709
C 2.304 -2.854 -0.863
C 3.266 -3.304 -1.950
C -0.416 -1.679 -3.617
C 0.811 -2.101 -4.129
C 0.919 -2.679 -5.376
C -0.212 -2.850 -6.159
C -1.441 -2.429 -5.675
C -1.548 -1.857 -4.423
H -4.405 2.987 -2.235
H -4.564 1.777 -0.958
H -3.836 1.348 -2.508
H -2.639 3.315 -0.514
H -1.936 2.877 -2.053
H -3.718 0.920 1.050
H -2.583 -0.250 1.689
H -4.171 -0.662 -0.881
H -4.619 -1.357 0.674
H -3.107 -1.834 -0.112
H -2.168 0.038 -2.716
H 2.894 0.542 -0.560
H 1.447 1.267 -1.259
H 3.555 -0.260 -2.839
H 3.290 1.489 -2.827
H 2.061 0.413 -3.497
H 1.686 -3.701 -0.559
H 2.889 -2.575 0.019
H 2.737 -3.791 -2.766
H 3.981 -4.022 -1.541
H 3.834 -2.468 -2.350
H 1.690 -1.949 -3.523
H 1.890 -2.991 -5.742
H -0.136 -3.316 -7.131
H -2.324 -2.547 -6.293
H -2.518 -1.547 -4.058
Cl 1.230 2.955 1.112
C 0.195 -1.219 0.800
H -0.813 -1.631 0.682
H 0.725 -1.928 1.449
```

Properties
Energy above the lowest of the compared OMol25 structures with the same formula, charge and spin, kJ/mol: 0.0
Calculated total energy, hartree: -7244.01607
⟨S²⟩: 6.044
Spin multiplicity: 5
Total charge: -1
E_LUMO (alpha / beta), eV: 2.693 / 2.694
Frontier orbital gap (alpha / beta), hartree: 0.2330 / 0.2416


- Which of these has the highest ⟨S²⟩?
  C23H44ClCrGe2P2


- What is the calculated total energy in the second record?
  -1821.49178 hartree


- Which formula does entry 1 have?
  C22H24ErN4OP2